(1)
Computed, not measured: one molecule with the formula C4H13N3, with the ωB97M-V functional and the def2-TZVPD basis.

Results
- charge = 0
- SMILES = NCCNCCN
- LUMO (hartree) = 0.0395
- energy (eV) = -8828.6967

Last column: Mulliken charge in e.
Cartesian coordinates (Å):
N -0.96663 -1.31112 1.82053  -0.65
C -0.49002 -0.01349 2.29578  -0.47
C -0.33125 0.98701 1.15614  -0.74
N 0.66745 0.56513 0.17843  -0.23
C 0.51915 1.07602 -1.18012  -0.52
C 0.68745 0.00498 -2.25671  -0.78
N -0.09598 -1.20025 -2.06320  -0.60
H -0.41836 -2.06357 2.21819  0.25
H -0.75299 -1.35588 0.82843  0.22
H -1.21779 0.39687 2.99632  0.32
H 0.48324 -0.06612 2.79780  0.27
H -0.08756 1.95012 1.60224  0.34
H -1.28567 1.11612 0.63062  0.42
H 1.59193 0.76974 0.52500  0.24
H 1.23675 1.89013 -1.34121  0.32
H -0.47090 1.51339 -1.29489  0.36
H 1.73470 -0.29788 -2.28984  0.35
H 0.42209 0.47427 -3.20680  0.37
H 0.20410 -1.65681 -1.20872  0.27
H -1.08450 -1.00539 -1.98060  0.26

(2)
Computed, not measured: one molecule with the formula C4H9NO2 in a non-equilibrium geometry, with the ωB97M-V functional and the def2-TZVPD basis.

Results
- charge = 0
- SMILES = C[C@@H](O)CC(N)=O
- LUMO (hartree) = 0.0170
- energy (eV) = -9877.4585

Last column: Mulliken charge in e.
Cartesian coordinates (Å):
C 0.05797 0.65434 -1.52509  -1.11
C -0.60293 0.82688 -0.13576  0.25
O -1.86090 1.24640 -0.31380  -0.57
C -0.64966 -0.55945 0.58032  -0.92
C 0.62254 -1.39870 0.61559  0.41
N 1.88591 -0.69462 0.84596  -0.44
O 0.52252 -2.58140 0.47752  -0.55
H -0.71527 0.08896 -2.24787  0.26
H 0.38319 1.83966 -1.83228  0.22
H 0.83466 -0.05551 -1.58766  0.41
H -0.00911 1.59182 0.40843  0.28
H -2.11971 1.88724 0.49857  0.36
H -1.22874 -0.40417 1.44989  0.43
H -1.47981 -1.10954 0.26282  0.49
H 1.76107 0.01770 1.52519  0.23
H 2.59824 -1.34961 0.97815  0.25

(3)
Computed, not measured: one molecule with the formula C3H7PS2 in a non-equilibrium geometry, with the ωB97M-V functional and the def2-TZVPD basis.

Results
- charge = 0
- LUMO (alpha / beta) (hartree) = -0.0741 / -0.0742
- energy (eV) = -34179.5654

Last column: Mulliken charge in e.
Cartesian coordinates (Å):
C 1.98374 0.57116 0.40383  -0.72
C 0.84472 1.44208 0.42878  -0.16
C -1.86313 -1.78331 -0.36493  -0.74
P -0.49789 1.11644 -0.71423  -0.08
S 2.08335 -1.17220 -0.11426  -0.28
S -1.52758 -0.17254 0.54890  -0.05
H 2.60269 0.96602 -0.41808  0.32
H 2.68023 0.52759 1.31290  0.31
H 0.94205 2.25557 1.07825  0.47
H -1.20461 -1.73066 -1.24226  0.26
H -2.94104 -1.56683 -0.57406  0.31
H -1.64827 -2.79659 0.13054  0.28
H -1.45426 2.34327 -0.47538  0.08

(4)
Computed, not measured: a 2-piece molecular cluster, C2H9N4O overall in a non-equilibrium geometry, with the ωB97M-V functional and the def2-TZVPD basis.

Results
- charge = +1
- LUMO (hartree) = -0.1487
- energy (eV) = -10218.2937

Last column: Mulliken charge in e.
Cartesian coordinates (Å):
C -0.46905 1.79763 0.98716  -0.12
C -0.64764 0.04272 -0.59437  0.84
N -0.89458 1.10827 0.09073  -0.29
N -1.52167 -0.93078 -0.60996  -0.33
N 1.12821 1.15120 -1.35242  -0.50
N 0.85076 -1.78633 1.08159  -0.60
O 0.31475 0.01578 -1.48016  -0.23
H -0.89131 2.81895 0.90124  0.27
H 0.28425 1.79388 1.78660  0.28
H -1.45468 -1.62726 -1.32738  0.24
H -2.26052 -0.78796 -0.01968  0.22
H 1.98293 0.82900 -0.81978  0.28
H 1.30643 1.30182 -2.36159  0.28
H -0.13999 -1.76736 1.14786  0.24
H 1.13005 -2.66072 0.68344  0.20
H 1.28205 -1.29884 1.88671  0.21

Relative energy (zero: lowest compared OMol25 entry of this formula, charge and spin) (kcal per mole)
16.51; 60.01; 77.97; 114.30